{
  "formula": "C17H11F11N3Re",
  "method": "ωB97M-V with the def2-TZVPD basis set",
  "total_energy_ev": -54291.162,
  "total_charge": 1,
  "e_above_lowest_ev": 0.4082,
  "lumo_ha": [-0.174, -0.167],
  "s2": 0.76,
  "homo_lumo_gap_ev": [6.782, 7.216],
  "spin_multiplicity": 2,
  "species": ["Re", "C", "N", "C", "C", "N", "C", "C", "F", "C", "F", "C", "F", "C", "F", "C", "F", "C", "C", "N", "C", "C", "F", "C", "F", "C", "F", "C", "F", "C", "F", "H", "H", "H", "H", "H", "H", "H", "H", "H", "H", "H", "F"],
  "positions_angstrom": [[-0.27, -0.78, 1.03], [-3.23, -1.44, 1.41], [-2.30, -1.03, 0.33], [-2.24, -2.13, -0.68], [-1.02, -2.03, -1.57], [0.11, -1.61, -0.73], [1.42, -1.66, -1.15], [1.89, -2.11, -2.40], [1.03, -2.54, -3.33], [3.23, -2.11, -2.73], [3.60, -2.55, -3.92], [4.19, -1.67, -1.83], [5.47, -1.67, -2.15], [3.78, -1.21, -0.59], [4.65, -0.76, 0.29], [2.44, -1.21, -0.29], [2.06, -0.72, 0.94], [-2.77, 0.27, -0.26], [-1.60, 1.14, -0.72], [-0.58, 1.06, 0.32], [-0.03, 2.17, 0.93], [0.51, 2.00, 2.21], [0.33, 0.75, 2.76], [1.14, 2.98, 2.94], [1.62, 2.71, 4.15], [1.25, 4.25, 2.39], [1.86, 5.21, 3.06], [0.72, 4.48, 1.13], [0.82, 5.68, 0.59], [0.10, 3.47, 0.42], [-0.32, 3.75, -0.82], [-4.24, -1.59, 1.02], [-3.26, -0.67, 2.18], [-2.87, -2.36, 1.86], [-3.16, -2.15, -1.27], [-2.17, -3.06, -0.11], [-1.16, -1.32, -2.39], [-0.84, -3.01, -2.00], [-3.29, 0.81, 0.53], [-3.47, 0.08, -1.08], [-1.97, 2.15, -0.87], [-1.18, 0.80, -1.66], [-0.22, -2.38, 2.06]]
}